No. 1
110
Properties=species:S:1:pos:R:3:forces:R:3 method="wB97M-V/def2-TZVPD" gap_ev=5.384 total_charge=-2 homo_energy_ev=-1.95 de_lowest_ev=0.702
Rb 0.405 1.229 -1.101 -1.5082 -0.7492 -0.0504
C -3.447 -3.273 -1.263 -0.0150 -0.0081 0.0385
C -3.319 -2.466 -0.007 -0.0173 -0.0680 -0.0452
C -3.711 -2.794 1.308 0.0485 -0.0684 -0.0630
C -3.312 -1.721 2.081 0.0423 0.1456 -0.0470
C -3.514 -1.526 3.554 -0.0828 -0.0018 -0.0522
N -2.735 -0.823 1.245 -0.0167 0.0439 -0.0276
N -2.734 -1.283 -0.036 -0.1316 0.0780 0.3068
B -2.016 0.544 1.438 -0.0682 -0.0028 0.0194
N -2.852 1.709 0.867 0.1283 -0.1187 -0.1334
N -2.126 2.715 0.305 -0.1832 -0.0505 0.2643
C -2.995 3.605 -0.135 -0.0557 0.0148 -0.0296
C -2.512 4.850 -0.808 -0.0278 0.0152 0.0077
C -4.315 3.168 0.110 0.0339 0.0793 -0.0638
C -4.178 1.945 0.734 0.1207 -0.0701 0.0527
C -5.257 1.006 1.176 0.0179 0.0154 -0.0268
N -1.607 0.724 2.931 0.0531 0.0979 -0.0655
N -0.592 -0.078 3.355 -0.3104 0.1886 -0.0749
C -0.413 0.192 4.635 0.0734 0.0628 0.1278
C 0.652 -0.525 5.405 0.0067 0.0173 0.0242
C -1.307 1.193 5.062 0.1228 -0.0840 0.0968
C -2.044 1.512 3.938 -0.0467 -0.0697 -0.1474
C -3.140 2.523 3.823 0.0313 0.0079 -0.0124
H -3.976 -4.208 -1.070 0.0041 0.0132 -0.0064
H -2.464 -3.509 -1.673 -0.0077 0.0110 0.0316
H -3.989 -2.717 -2.030 -0.0017 0.0001 0.0157
H -4.200 -3.694 1.653 0.0234 0.0344 -0.0163
H -3.717 -2.496 4.013 -0.0361 0.0031 -0.0196
H -4.373 -0.879 3.760 0.0406 0.0198 -0.0344
H -2.648 -1.089 4.046 -0.0123 -0.0319 0.0050
H -1.004 0.522 0.796 -0.1681 -0.2057 0.3294
H -1.447 4.758 -1.021 -0.0044 -0.0160 0.0201
H -2.650 5.727 -0.170 -0.0124 -0.0098 -0.0098
H -3.041 5.028 -1.746 -0.0022 -0.0048 -0.0026
H -5.242 3.648 -0.169 0.0453 -0.0143 0.0014
H -6.174 1.245 0.637 -0.0153 0.0227 0.0316
H -5.469 1.093 2.245 0.0431 -0.0173 0.0074
H -5.002 -0.033 0.967 -0.0017 0.0399 -0.0267
H 1.235 -1.147 4.725 -0.0256 0.0348 0.0055
H 0.225 -1.168 6.179 -0.0006 -0.0028 0.0101
H 1.330 0.177 5.895 -0.0160 -0.0123 -0.0123
H -1.387 1.650 6.037 0.0135 -0.0103 -0.0354
H -3.114 3.172 4.699 -0.0068 -0.0192 0.0000
H -4.123 2.046 3.790 0.0127 0.0085 -0.0400
H -3.036 3.141 2.932 0.0269 -0.0110 0.0015
C 3.890 -1.647 1.591 -0.0283 -0.0379 0.1156
C 4.213 -0.484 0.675 -0.1658 -0.0565 -0.0449
O 3.952 -0.878 -0.665 0.0107 0.1197 0.0711
H 4.253 -1.451 2.603 -0.0285 -0.0134 -0.0015
H 4.370 -2.555 1.216 0.0068 0.0098 0.0133
H 2.812 -1.822 1.636 0.0970 0.0440 -0.0308
H 5.264 -0.196 0.787 0.0650 -0.0105 -0.0399
H 3.608 0.386 0.943 0.0043 0.0119 0.0096
H 3.548 -0.128 -1.120 0.0633 -0.0465 -0.1592
O 3.820 8.491 -2.868 0.1005 0.0777 0.0346
N 3.897 7.318 -3.200 -0.4305 -0.2689 0.1208
O 4.438 6.940 -4.227 0.1241 0.0300 0.0033
C 3.281 6.320 -2.344 0.1942 0.3896 -0.1870
C 3.345 4.985 -2.702 0.1456 -0.0746 -0.1611
C 2.795 4.051 -1.879 -0.1625 -0.4973 0.0589
C 2.035 4.355 -0.655 0.1014 -0.0558 0.0242
O 1.427 3.503 -0.020 0.0621 0.3882 0.1692
C 2.088 5.791 -0.339 -0.0355 -0.0694 0.3168
C 2.665 6.712 -1.161 0.1310 0.1881 -0.0508
N 1.497 6.322 0.906 -0.2739 -0.1307 -0.7513
O 0.914 5.558 1.636 0.0984 -0.0306 0.2530
O 1.583 7.530 1.101 0.1284 0.0041 0.1555
N 2.959 2.649 -2.298 0.0282 0.4537 0.2522
O 3.231 2.415 -3.451 0.1429 -0.0232 -0.1726
O 2.831 1.775 -1.443 1.1709 0.2583 -0.2271
H 3.838 4.682 -3.614 -0.0016 0.0038 0.0015
H 2.648 7.754 -0.882 0.0024 0.0032 0.0015
C 2.014 -4.919 2.341 0.0577 0.0682 0.0679
N 0.933 -4.446 1.482 -0.0189 -0.2055 -0.1221
N 1.393 -3.957 0.246 0.1512 0.1542 -0.0490
C 0.761 -2.736 -0.063 -0.0462 -0.0208 0.0613
O 0.863 -2.153 -1.121 0.1114 0.0802 -0.1444
C -0.008 -2.414 1.125 0.0426 0.1251 -0.0549
C 0.140 -3.412 2.001 -0.0635 -0.0309 0.2068
C -0.409 -3.512 3.382 -0.0521 -0.0211 -0.0012
C 1.996 -4.821 -0.683 -0.1385 0.0568 0.0528
C 2.848 -4.284 -1.647 0.0326 0.0216 -0.0458
C 3.436 -5.128 -2.576 -0.0209 -0.0013 0.0226
C 3.204 -6.500 -2.545 -0.0242 0.0569 0.0422
C 2.362 -7.025 -1.576 -0.0062 0.0486 0.0127
C 1.748 -6.189 -0.651 0.0088 -0.1051 -0.0101
H 2.631 -5.622 1.787 -0.0266 -0.0245 -0.0122
H 1.578 -5.439 3.192 -0.0007 0.0175 0.0080
H 2.647 -4.097 2.697 -0.0179 -0.0207 -0.0307
H -0.590 -1.517 1.258 0.1715 -0.1989 -0.0398
H -1.038 -2.642 3.569 0.0954 -0.0673 -0.0227
H 0.386 -3.525 4.131 -0.0001 -0.0026 -0.0137
H -1.005 -4.420 3.501 0.0081 -0.0130 -0.0102
H 3.031 -3.217 -1.657 0.0035 -0.0269 0.0074
H 4.087 -4.705 -3.331 -0.0139 -0.0116 0.0180
H 3.671 -7.150 -3.274 0.0034 0.0020 -0.0002
H 2.163 -8.090 -1.545 0.0025 0.0099 -0.0003
H 1.063 -6.587 0.087 0.0148 0.0120 -0.0043
N -0.388 -0.015 -9.507 -0.0122 0.0048 0.0569
C -0.364 0.171 -8.367 0.0320 0.0638 0.3103
C -0.331 0.404 -6.943 -0.0131 -0.0754 -0.3267
C -0.635 1.663 -6.422 -0.0078 -0.0077 0.0503
C -0.600 1.860 -5.047 -0.0123 -0.1015 0.0512
C -0.273 0.866 -4.087 0.1217 0.1163 -0.4508
C 0.028 -0.383 -4.695 -0.0469 0.0459 0.1109
C 0.003 -0.628 -6.062 -0.0118 -0.0031 0.0487
H -0.891 2.467 -7.107 -0.0026 0.0106 0.0455
H -0.854 2.864 -4.703 0.0202 -0.0116 0.0043
H 0.293 -1.227 -4.056 -0.0026 0.0518 -0.0254
H 0.241 -1.608 -6.468 -0.0034 0.0285 0.0567

=====

No. 2
55
Properties=species:S:1:pos:R:3:forces:R:3 method="wB97M-V/def2-TZVPD" gap_ev="7.706 / 7.821" total_charge=+3 homo_energy_ev="-17.69 / -17.69" multiplicity=4
Er -0.147 -0.189 0.129 1.2906 0.4983 -1.6339
S -0.432 -1.571 -2.226 0.0356 0.2810 -0.8039
S 1.295 2.090 0.517 -0.0132 0.7051 -0.4552
C 0.980 -1.118 -3.329 0.0606 -0.1454 0.2027
C -1.745 -0.462 -2.892 0.0188 -0.1676 -0.0459
C -1.422 1.017 -2.826 -0.0493 0.0207 0.0772
N -1.139 1.427 -1.415 -0.2541 0.1218 -0.0552
C -0.671 2.846 -1.371 -0.0979 0.1254 0.0144
C -0.087 3.198 -0.011 0.1414 -0.0157 0.1340
H -2.649 -0.692 -2.313 0.0723 -0.0861 -0.2128
H -1.905 -0.770 -3.928 -0.1572 -0.0076 0.1218
H -2.278 1.597 -3.206 0.2547 -0.1999 -0.0367
H -0.553 1.270 -3.443 -0.1727 -0.0450 0.1670
H -1.523 3.512 -1.583 0.3439 -0.0646 0.0150
H 0.068 2.996 -2.168 -0.1899 -0.1136 0.2322
H -0.851 3.185 0.781 0.2943 0.0750 -0.1793
H 0.358 4.197 -0.044 -0.2366 -0.0512 0.1277
C 2.565 2.645 -0.673 0.1981 -0.2579 -0.1953
H -2.060 1.435 -0.960 -0.0296 0.1301 -0.1484
H 2.266 2.459 -1.712 0.0956 0.0601 0.3633
H 3.483 2.085 -0.449 -0.2568 0.2416 -0.0638
H 2.737 3.717 -0.509 -0.0532 -0.3469 0.0365
H 1.864 -1.641 -2.945 -0.2324 0.0613 -0.1736
H 1.179 -0.040 -3.354 -0.1331 -0.2960 0.0773
H 0.747 -1.486 -4.336 0.0360 0.0650 0.2957
C -5.139 -0.189 2.377 -0.0609 -0.4109 0.3883
C -4.510 -1.093 3.144 -0.6235 0.2076 -0.1945
H -5.808 -0.493 1.563 0.3703 0.0865 0.2828
H -5.125 0.882 2.611 0.0747 -0.3684 -0.0788
H -4.642 -2.169 2.981 0.1169 0.4389 0.0159
H -3.965 -0.801 4.051 -0.1517 -0.0793 -0.3423
C 3.063 -1.011 0.632 0.1813 0.0621 -0.0056
N 1.682 -1.502 0.873 -0.0337 0.1624 0.4057
C 1.581 -2.903 0.382 0.0095 -0.2827 -0.0158
C 1.326 -1.471 2.344 -0.0210 -0.7913 -0.2495
C -0.199 -1.248 2.497 0.5559 0.3119 1.1286
N -0.503 0.199 2.277 -0.2557 -0.3396 0.0379
C -1.907 0.438 1.891 -0.1905 0.2327 0.6126
C -0.087 1.037 3.412 0.0792 0.1611 0.2490
H 3.224 -0.914 -0.453 0.0491 -0.1262 0.3540
H 3.803 -1.716 1.052 -0.2285 0.3419 -0.1833
H 3.187 -0.025 1.097 0.0623 -0.2893 -0.0527
H 2.224 -3.563 0.997 -0.2960 0.2522 -0.3437
H 0.542 -3.261 0.449 0.2725 -0.0229 -0.0148
H 1.908 -2.959 -0.666 -0.1079 0.0094 0.3249
H 1.585 -2.446 2.799 -0.0251 0.4590 -0.1242
H 1.926 -0.697 2.847 -0.4027 -0.2627 -0.1775
H -0.783 -1.876 1.780 0.1320 0.0448 0.4140
H -0.515 -1.523 3.518 -0.1257 -0.2371 -0.4668
H -2.588 0.301 2.737 -0.0877 -0.2121 -0.4146
H -2.029 1.474 1.534 0.0349 -0.2866 0.0884
H -2.243 -0.285 1.098 -0.2179 0.1986 0.5388
H -0.583 0.690 4.331 0.0970 0.2018 -0.2017
H 0.997 0.970 3.536 -0.2835 0.1652 0.0374
H -0.363 2.077 3.207 0.1105 -0.2152 0.1266

=====

Number 1: M 947.17 g mol⁻¹, energy -2973.005931 Eh. Number 2: M 476.85 g mol⁻¹, energy -2529.140616 Eh.